1.
The following is a DFT calculation (ωB97M-V/def2-TZVPD) of a 11-piece molecular cluster, C48H63IN3O30 overall.

```
145
C48H63IN3O30 | OMol25 | ωB97M-V/def2-TZVPD
C 6.47023 -1.42556 -2.12004
C 5.65915 -0.38458 -3.06143
C 6.33474 0.33763 -4.29401
C 5.51997 1.37167 -5.16184
C 4.01767 1.64606 -4.80570
C 3.30114 0.93020 -3.62744
C 1.73718 1.15154 -3.25374
N 1.60017 1.62955 -1.81850
C 1.81339 3.07165 -1.63922
C 1.75494 3.73317 -0.22213
C 1.44108 2.82467 1.04024
C 1.44089 3.55348 2.46982
C 0.22412 3.17706 3.43595
N 0.55152 2.61359 4.59938
C 1.20097 1.30784 0.76580
C 0.86974 0.29357 1.95630
C -0.75435 0.10971 1.98017
C -1.03740 -1.33302 2.67127
I -0.92928 -2.96697 1.17806
C 1.28807 0.75634 -0.71216
N 1.04381 -0.68080 -0.89791
C 4.14684 -0.08036 -2.75361
H 6.59938 -0.98898 -1.05652
H 7.48405 -1.67849 -2.60913
H 5.87825 -2.41431 -1.98828
H 7.43392 0.10858 -4.56612
H 5.99166 1.91303 -6.06565
H 3.43259 2.40523 -5.44222
H 1.28702 1.98863 -3.89699
H 1.21042 0.14998 -3.39750
H 2.03232 3.74928 -2.54636
H 1.95717 4.85005 -0.12077
H 1.36230 4.69255 2.26284
H 2.48278 3.41392 2.95191
H -0.88375 3.35967 3.19019
H -0.30494 2.39703 5.13799
H 1.29230 -0.74372 1.72954
H 1.22896 0.66173 2.98694
H -1.26179 0.97787 2.55090
H -1.18253 0.02384 0.90861
H -2.07550 -1.41882 3.13694
H -0.22402 -1.56431 3.43909
H 1.52657 -1.05400 -1.72990
H 0.02327 -0.84283 -0.94109
H 3.56823 -0.57862 -1.89104
C -4.32414 1.96776 2.46640
C -4.92065 2.39361 1.16213
O -4.22299 3.59799 0.86921
C -3.04056 3.54764 1.53771
O -2.13790 4.32239 1.37985
O -3.00561 2.50445 2.40901
H -4.29746 0.88246 2.57810
H -4.84371 2.40037 3.32505
H -4.73338 1.67277 0.36005
H -5.99442 2.57252 1.23437
C -9.27236 4.58006 1.92588
C -9.95601 4.44930 3.25028
O -9.35774 3.28216 3.80398
C -8.14637 3.13294 3.20675
O -7.30701 2.34546 3.55873
O -8.00033 3.98731 2.16031
H -9.16505 5.61782 1.61449
H -9.78146 4.02198 1.13499
H -9.75540 5.29768 3.91163
H -11.03548 4.32479 3.15176
C -9.48203 -0.53998 -0.52828
C -9.81551 -0.32874 0.91715
O -9.78164 1.08524 1.04980
C -10.00278 1.60876 -0.18704
O -10.20436 2.77170 -0.40172
O -9.96667 0.64457 -1.14556
H -9.97022 -1.42248 -0.94447
H -8.40450 -0.61420 -0.70322
H -10.81809 -0.68403 1.17196
H -9.09257 -0.79940 1.58530
C -6.49191 6.97740 -0.21006
C -5.47910 7.75454 0.57345
O -6.27662 8.47224 1.50494
C -7.44014 7.78404 1.64897
O -8.26882 8.02137 2.48465
O -7.54548 6.79046 0.72535
H -6.10476 6.01771 -0.55624
H -6.87654 7.53576 -1.06837
H -4.78872 7.10789 1.12322
H -4.90252 8.43752 -0.05226
C 9.96154 -5.21491 -4.38776
C 9.64678 -5.03293 -2.93745
O 9.69193 -3.62075 -2.77370
C 9.45998 -3.07018 -3.99629
O 9.26137 -1.89895 -4.18557
O 9.47784 -4.01207 -4.97461
H 9.46215 -6.08503 -4.81663
H 11.03580 -5.29304 -4.57585
H 8.64361 -5.38695 -2.67865
H 10.37296 -5.52271 -2.29025
C 5.77543 -8.90941 -4.15359
C 5.71860 -7.62478 -4.92225
O 7.08039 -7.21863 -4.96783
C 7.83835 -8.33930 -4.80986
O 9.02770 -8.37919 -4.96511
O 7.07287 -9.40653 -4.45455
H 5.00622 -9.61694 -4.46648
H 5.69798 -8.75504 -3.07327
H 5.35665 -7.76428 -5.94497
H 5.10372 -6.87050 -4.42886
C 0.63456 -4.64679 -2.62638
C 1.71246 -3.79104 -3.21977
O 2.72484 -4.72954 -3.54540
C 2.11664 -5.94011 -3.69221
O 2.65407 -6.91701 -4.12913
O 0.81950 -5.89421 -3.27820
H -0.36490 -4.25272 -2.81933
H 0.75869 -4.78916 -1.54847
H 1.38994 -3.28625 -4.13574
H 2.08674 -3.04468 -2.51659
C 13.46576 -7.22977 0.56164
C 12.78855 -5.93004 0.87254
O 12.69985 -5.30287 -0.39902
C 12.74343 -6.28946 -1.33573
O 12.52482 -6.12346 -2.50371
O 13.06551 -7.48724 -0.77706
H 13.14652 -8.03561 1.22435
H 14.55636 -7.15269 0.59583
H 11.77865 -6.06853 1.26993
H 13.36234 -5.31694 1.56922
C 1.02196 -3.72805 5.12737
C 0.33993 -3.87674 6.45370
O 0.95187 -5.03477 7.00055
C 2.16853 -5.16617 6.40153
O 3.01244 -5.93995 6.74835
O 2.29965 -4.30109 5.35615
H 1.11450 -2.68450 4.82079
H 0.52003 -4.28910 4.33293
H 0.52872 -3.02883 7.11898
H -0.73797 -4.01642 6.35513
C -11.40131 8.92950 2.73339
C -11.61682 10.31430 3.26219
O -12.01428 11.03966 2.10738
C -12.52939 10.13834 1.22510
O -13.10857 10.43272 0.21850
O -12.30112 8.86007 1.63557
H -11.63156 8.16045 3.47296
H -10.38310 8.77532 2.36594
H -12.42097 10.35967 4.00286
H -10.71093 10.74027 3.69650
```

Calculated values
gap between HOMO and LUMO = 7.04 eV
total charge = +1
LUMO = -4.01 eV
E_tot = -124779.2305 eV
E_HOMO = -11.05 eV



2.
The following is a DFT calculation (ωB97M-V/def2-TZVPD) of C48H66O6RhS as an isolated structure.

```
122
C48H66O6RhS | OMol25 | ωB97M-V/def2-TZVPD
Rh 1.32543 1.74505 -0.48804
C -0.38770 -1.90148 -1.10645
O 0.18569 -0.58641 -1.17336
C 0.30116 -0.21615 -2.50311
C -0.71287 0.52988 -3.10403
C -1.54883 1.56557 -2.35816
C -2.05074 1.30802 -0.94823
C -3.22903 0.61379 -0.72030
C -3.78572 0.48195 0.55061
C -3.07552 1.03206 1.62695
C -1.91625 1.75649 1.45342
C -1.21446 2.43878 2.60840
C 0.03011 1.80223 3.23591
C 0.39082 2.20568 4.51816
C 1.56102 1.76444 5.12930
C 2.44998 1.02076 4.35266
C 2.13647 0.60339 3.06840
C 3.21708 -0.04550 2.21373
C 2.88434 -1.10199 1.17911
C 2.81622 -2.43389 1.49018
C 2.70823 -3.44164 0.50669
C 2.61208 -3.04915 -0.84102
C 2.66366 -1.73217 -1.21945
C 2.62254 -1.30748 -2.66964
C 1.30094 -0.82214 -3.26990
C 1.08919 -0.93971 -4.63533
C -0.08270 -0.47100 -5.23571
C -0.88543 0.37899 -4.47836
C -0.46892 -0.96741 -6.62358
C -0.60299 -2.49857 -6.52260
C 0.60721 -0.60408 -7.65443
C -1.81296 -0.40558 -7.09034
C 2.81313 -0.71668 -0.20870
O 2.88641 0.50856 -0.55822
C 2.78074 -4.89707 0.92445
C 4.14992 -5.13958 1.58707
C 1.65975 -5.20441 1.93093
C 2.64969 -5.85838 -0.25994
C 0.87359 0.91422 2.57217
O 0.40500 0.22234 1.47417
C -0.45455 -0.83869 1.90242
C 1.86041 2.01644 6.60213
C 3.24256 2.66493 6.76501
C 0.81936 2.91732 7.26953
C 1.84498 0.65049 7.31079
C -1.39389 1.92846 0.14680
O -0.32627 2.68417 -0.02819
C -5.16480 -0.11861 0.78987
C -5.81271 -0.63702 -0.49434
C -5.05440 -1.28065 1.78809
C -6.06058 0.99306 1.36532
H -0.07877 -2.49861 -1.96505
H -1.47945 -1.83040 -1.10337
H -0.03680 -2.38760 -0.20220
H -2.40705 1.79924 -2.99114
H -0.90932 2.45130 -2.30726
H -3.73614 0.19165 -1.57938
H -3.45012 0.91490 2.63766
H -1.93761 2.61928 3.40476
H -0.87519 3.41293 2.24104
H -0.27724 2.87163 5.04690
H 3.41590 0.74156 4.75604
H 3.96954 -0.45560 2.88831
H 3.68464 0.78005 1.66977
H 2.88402 -2.71864 2.53345
H 2.50598 -3.79794 -1.61405
H 2.99635 -2.11976 -3.29293
H 3.32210 -0.47093 -2.76352
H 1.82565 -1.46580 -5.23075
H -1.70714 0.90377 -4.94738
H 0.35093 -2.96815 -6.28291
H -0.95609 -2.90587 -7.47078
H -1.32110 -2.76417 -5.74470
H 1.56943 -1.05160 -7.40482
H 0.73394 0.47806 -7.70741
H 0.31927 -0.96589 -8.64191
H -2.61177 -0.66747 -6.39470
H -2.06625 -0.83422 -8.05975
H -1.77681 0.67912 -7.20295
H 4.26715 -4.55086 2.49665
H 4.95717 -4.87759 0.90174
H 4.24663 -6.19327 1.84811
H 1.75596 -4.60383 2.83550
H 1.70419 -6.25401 2.22080
H 0.68073 -5.01297 1.48776
H 3.45260 -5.70869 -0.98296
H 1.68788 -5.74993 -0.76424
H 2.72021 -6.88344 0.10144
H -0.97696 -0.56303 2.81744
H 0.13354 -1.74310 2.09353
H -1.19302 -1.02061 1.12925
H 3.30049 3.58915 6.18866
H 4.03864 1.99915 6.43266
H 3.41818 2.90136 7.81480
H 0.78260 3.90046 6.79751
H 1.09008 3.05994 8.31562
H -0.17542 2.47056 7.24220
H 2.59511 -0.01818 6.88786
H 0.86782 0.17646 7.20485
H 2.05580 0.77770 8.37368
H -5.22868 -1.43937 -0.94931
H -5.94567 0.15990 -1.22727
H -6.79989 -1.03709 -0.26252
H -4.35623 -2.03369 1.41705
H -6.02617 -1.75583 1.92799
H -4.70527 -0.94010 2.76299
H -6.11946 1.82673 0.66398
H -5.66962 1.37258 2.30864
H -7.06833 0.61303 1.54009
O 1.87729 2.66528 -2.77233
H 2.70141 3.16865 -2.73992
H 2.05065 1.85945 -3.27880
C -0.46274 5.28150 -3.61465
S -0.05089 4.95998 -1.85762
C -1.69179 5.45170 -1.22097
O 0.89424 6.03081 -1.48178
H -0.58873 6.35659 -3.72818
H -1.37378 4.74523 -3.87779
H 0.36967 4.93404 -4.22209
H -2.41497 4.68188 -1.49309
H -1.97736 6.41387 -1.64139
H -1.62038 5.51713 -0.13769
```

Calculated values
gap between HOMO and LUMO (spin up / spin down) = 8.15 / 4.79 eV
<S²> = 6.036
total charge = +1
LUMO (spin up / spin down) = -1.99 / -5.39 eV
E_tot = -76967.4402 eV
multiplicity = 5
E_HOMO (spin up / spin down) = -10.13 / -10.17 eV



Q: What is the total charge in the first record?
A: +1



Q: What is the E_tot in the first record?
A: -124779.2305 eV



Q: Among the records above, which one has the highest E_tot?
A: C48H66O6RhS